# 1
C30H52Br14F12Fe2O8 | the ωB97M-V functional and the def2-TZVPD basis

```
118
Properties=species:S:1:pos:R:3
Fe -13.118 -22.782 2.134
Fe -13.771 -19.831 0.515
C -13.200 -17.530 2.234
O -12.149 -18.339 1.637
O -14.212 -17.899 1.291
C -13.433 -17.576 3.749
F -14.509 -16.847 4.164
F -13.500 -18.802 4.305
F -12.465 -17.014 4.361
C -10.833 -17.766 1.733
C -9.892 -18.765 1.123
H -9.914 -19.552 1.877
H -9.978 -19.073 0.081
H -8.832 -18.518 1.052
H -10.505 -17.718 2.771
H -10.720 -16.890 1.094
H -12.919 -16.520 1.937
C -12.032 -21.458 -0.943
O -12.589 -20.227 -1.171
O -12.439 -21.671 0.374
C -12.626 -22.538 -2.024
F -11.893 -22.317 -3.048
F -12.681 -23.834 -1.712
F -13.777 -22.124 -2.566
C -12.035 -19.379 -2.236
C -12.742 -18.061 -2.249
H -13.831 -18.049 -2.264
H -12.675 -17.488 -1.324
H -12.398 -17.363 -3.014
H -11.990 -19.895 -3.196
H -11.004 -19.071 -2.062
H -10.947 -21.399 -1.030
C -12.736 -25.460 2.066
O -13.832 -24.642 1.552
O -12.061 -24.502 2.791
C -13.145 -26.700 2.784
F -12.241 -27.341 3.501
F -14.126 -26.397 3.688
F -13.661 -27.589 1.867
C -14.679 -25.174 0.457
C -15.611 -24.004 0.028
H -15.068 -23.106 -0.268
H -16.295 -24.263 -0.781
H -16.368 -23.704 0.752
H -15.247 -26.036 0.809
H -14.089 -25.400 -0.431
H -12.102 -25.738 1.224
C -15.358 -21.305 3.295
O -14.376 -22.141 3.857
O -14.816 -21.133 1.954
C -16.815 -21.895 3.449
F -17.459 -21.755 4.652
F -17.577 -21.380 2.502
F -16.779 -23.189 3.328
C -14.548 -22.783 5.125
C -13.258 -22.752 5.976
H -12.906 -21.732 6.133
H -13.513 -23.287 6.891
H -12.566 -23.431 5.479
H -14.762 -23.852 5.116
H -15.324 -22.262 5.685
H -15.340 -20.509 4.039
Br -7.462 -21.325 10.291
C -9.325 -21.781 9.764
C -10.237 -20.659 9.705
Br -11.923 -21.129 8.829
H -9.571 -22.514 10.533
H -9.274 -22.251 8.782
H -9.811 -19.814 9.163
H -10.416 -20.132 10.642
Br -22.249 -23.008 5.351
C -20.815 -22.329 4.211
C -20.537 -20.832 4.155
Br -22.036 -19.766 4.743
H -21.011 -22.789 3.242
H -20.008 -22.970 4.565
H -20.322 -20.391 3.182
H -19.748 -20.492 4.825
Br -14.431 -15.743 9.239
C -15.108 -16.991 7.882
C -14.503 -18.407 8.099
Br -15.320 -19.692 6.844
H -14.780 -16.744 6.873
H -16.198 -16.972 7.911
H -14.727 -18.872 9.059
H -13.447 -18.314 7.843
Br -19.094 -25.885 4.423
C -18.508 -26.807 6.039
C -17.638 -25.822 6.782
Br -17.237 -26.626 8.672
H -18.025 -27.758 5.814
H -19.403 -27.058 6.609
H -18.026 -24.862 7.123
H -16.706 -25.710 6.228
Br -11.171 -21.579 3.573
C -9.750 -21.475 4.979
C -9.451 -19.936 4.953
Br -7.923 -19.634 6.246
H -8.984 -22.196 4.695
H -10.109 -21.690 5.985
H -10.326 -19.399 5.319
H -9.159 -19.575 3.967
Br -20.784 -19.570 7.670
C -19.806 -21.026 8.567
C -18.323 -21.105 8.130
Br -17.440 -22.541 9.188
H -20.255 -21.937 8.171
H -19.780 -20.927 9.652
H -17.794 -20.153 8.167
H -18.294 -21.485 7.109
Br -17.599 -15.180 3.346
C -17.856 -17.095 3.292
C -17.588 -17.853 4.680
Br -18.777 -17.180 6.149
H -17.142 -17.493 2.572
H -18.871 -17.268 2.934
H -16.527 -17.865 4.929
H -17.908 -18.891 4.593
```

Output
- electronic energy (eV) = -1130310.8118
- multiplicity = 10
- total charge = -1

# 2
C4H3NO2 | the ωB97M-V functional and the def2-TZVPD basis

```
10
Properties=species:S:1:pos:R:3
O 1.466 -1.134 -2.181
C 0.600 -0.411 -1.411
N -0.352 -1.235 -0.789
C -0.607 -1.041 0.461
C -0.279 0.352 1.239
C 0.170 1.103 0.210
O 0.573 0.908 -1.180
H -1.399 -1.646 1.108
H -0.480 0.873 2.130
H 0.308 2.231 0.414
```

Output
- electronic energy (eV) = -9777.9345
- ΔE to the lowest compared entry with this formula, charge and spin (kcal per mole) = 86.5

# 3
C7H11NO3 | the ωB97M-V functional and the def2-TZVPD basis

```
22
Properties=species:S:1:pos:R:3
O -3.964 -0.646 -0.642
C -2.908 -0.323 -0.130
N -1.659 -0.936 -0.277
C -0.649 -0.087 0.240
C 0.143 0.642 -0.892
C 1.529 1.048 -0.465
C 2.305 -0.197 -0.082
C 1.391 -1.327 0.384
O 0.232 -0.816 1.075
C -1.497 0.839 1.152
O -2.826 0.760 0.647
H -1.595 -1.670 -0.940
H -0.455 1.500 -1.285
H 0.176 0.002 -1.767
H 1.425 1.741 0.424
H 2.007 1.600 -1.300
H 2.958 -0.584 -0.870
H 3.006 0.057 0.732
H 1.880 -1.971 1.125
H 1.086 -1.975 -0.460
H -1.152 1.864 1.147
H -1.433 0.480 2.183
```

Output
- electronic energy (eV) = -15070.2914
- ΔE to the lowest compared entry with this formula, charge and spin (kcal per mole) = 8.1

# 4
C5H15N2O | the ωB97M-V functional and the def2-TZVPD basis

```
23
Properties=species:S:1:pos:R:3
C 0.937 -3.152 -0.404
C 0.121 -2.128 0.412
C -0.601 -1.143 -0.485
C 0.084 0.291 -0.599
N 1.999 2.283 -0.040
C 0.937 2.093 0.751
N -0.068 1.357 0.365
H 0.346 -3.929 -0.891
H 1.503 -2.583 -1.127
H 1.609 -3.851 0.112
H -0.568 -2.606 1.112
H 0.887 -1.645 1.055
H -0.499 -1.390 -1.541
H -1.683 -1.233 -0.314
H -0.135 0.737 -1.585
H 1.154 -0.081 -0.521
H 2.125 1.989 -0.993
H 2.871 2.505 0.428
H 0.981 2.664 1.667
H -0.941 1.501 0.871
H -3.444 1.154 0.772
H -2.645 -0.172 0.287
O -2.965 0.702 0.075
```

Output
- electronic energy (eV) = -10448.9728
- ΔE to the lowest compared entry with this formula, charge and spin (kcal per mole) = 36.6
- total charge = +1